[1]
A structure of composition C24H22BrCl3FIrN5O3, computed with ωB97M-V/def2-TZVPD.

The geometry in XYZ format:
```
60
Properties=species:S:1:pos:R:3:forces:R:3:lowdin_charge:R:1
Ir 0.201 -0.233 0.531 -0.419 0.600 -2.991 1.537
F -2.204 -5.981 -2.412 -0.003 -0.163 0.044 0.095
C -2.715 -4.766 -2.636 0.011 0.584 0.134 -0.175
C -2.077 -3.693 -2.080 -0.234 -0.349 -0.334 0.092
C -2.568 -2.396 -2.266 0.253 0.176 0.152 -0.045
C -1.874 -1.280 -1.634 -2.620 0.760 -1.715 -0.284
O -0.836 -1.514 -0.964 2.087 0.130 2.019 -0.165
C -2.483 -0.017 -1.853 1.279 0.016 0.940 -0.003
C -3.594 0.100 -2.654 0.055 -0.032 0.063 0.072
N -4.179 -0.925 -3.276 0.299 0.428 0.140 0.031
C -5.256 -0.652 -4.202 -0.527 0.014 -0.330 -0.243
C -5.012 -0.878 -5.670 0.027 -0.005 0.004 -0.075
C -5.120 0.515 -5.134 0.019 -0.029 -0.008 -0.062
C -3.724 -2.208 -3.058 0.491 -0.502 0.377 -0.101
C -4.377 -3.325 -3.594 0.091 -0.201 0.040 0.082
C -3.914 -4.627 -3.384 0.318 0.658 0.164 -0.124
N -4.587 -5.715 -3.892 -0.103 -0.167 -0.449 -0.086
C -3.929 -6.990 -4.135 0.350 -0.235 0.211 -0.119
C -4.838 -7.908 -4.955 0.495 -0.354 0.527 -0.081
N -5.577 -7.092 -5.950 0.079 -0.117 -0.595 0.071
C -6.550 -6.173 -5.284 -0.521 0.631 0.568 -0.066
C -6.026 -5.811 -3.884 -0.184 -0.124 0.083 -0.116
C -1.939 1.292 -1.230 -4.107 -1.058 -2.234 -0.577
O -2.641 2.264 -1.371 0.955 0.337 0.500 0.139
O -0.807 1.208 -0.671 3.404 -0.660 2.549 -0.103
H -1.191 -3.854 -1.486 0.052 -0.046 0.047 0.137
H -4.024 1.084 -2.799 0.036 -0.089 -0.061 0.163
H -6.234 -0.874 -3.790 0.027 0.011 -0.032 0.163
H -5.819 -1.264 -6.276 -0.089 -0.021 0.065 0.112
H -4.031 -1.220 -5.967 0.081 0.013 0.046 0.117
H -6.002 1.095 -5.356 -0.115 -0.039 0.070 0.123
H -4.216 1.101 -5.091 0.109 0.001 0.005 0.116
H -5.253 -3.174 -4.205 -0.046 0.027 -0.044 0.116
H -3.670 -7.512 -3.206 -0.069 -0.057 -0.209 0.140
H -2.996 -6.802 -4.675 -0.079 -0.106 0.031 0.144
H -5.563 -8.426 -4.325 -0.037 0.082 -0.186 0.146
H -4.229 -8.660 -5.460 -0.174 0.095 -0.061 0.152
H -6.067 -7.697 -6.621 0.146 0.170 0.081 0.200
H -4.889 -6.543 -6.481 -0.252 -0.130 0.038 0.196
H -7.518 -6.669 -5.191 0.147 -0.087 -0.167 0.148
H -6.675 -5.286 -5.906 0.095 -0.164 -0.052 0.140
H -6.322 -6.585 -3.166 -0.128 0.127 -0.029 0.142
H -6.471 -4.877 -3.547 -0.062 -0.064 -0.068 0.135
Cl -0.703 -1.377 5.833 0.379 0.568 -0.369 0.684
C 0.188 0.012 5.132 -0.227 0.379 2.213 -1.548
Cl -0.722 1.547 5.352 0.393 -0.661 -0.106 0.685
Cl 1.836 0.134 5.814 -0.703 -0.082 -0.481 0.688
C 0.256 -0.192 3.722 0.146 -0.339 -2.013 -0.295
N 0.273 -0.342 2.579 -0.123 0.189 0.882 0.022
Br 2.105 -2.502 0.048 0.073 0.241 0.012 0.874
C 2.950 -0.929 -0.610 0.274 -0.332 -0.063 -0.693
C 4.196 -0.943 -1.205 -0.349 -0.156 0.194 -0.046
C 4.717 0.276 -1.619 -0.139 0.083 0.038 0.013
C 3.985 1.438 -1.417 -0.179 -0.130 0.080 0.007
C 2.738 1.347 -0.817 0.364 0.757 -0.278 -0.082
N 2.237 0.180 -0.427 -1.074 -0.656 0.591 -0.121
H 4.731 -1.870 -1.333 0.048 -0.046 -0.010 0.127
H 5.685 0.313 -2.095 0.088 0.004 -0.018 0.138
H 4.369 2.398 -1.721 -0.030 0.075 0.003 0.133
H 2.128 2.222 -0.647 -0.078 0.045 -0.003 0.133
```
Positions in Å, forces in eV/Å.

Calculated values
**LUMO (alpha / beta)**: -7.4318 / -11.1575 eV
**Relative energy (zero: lowest compared OMol25 entry of this formula, charge and spin)**: 0.000 eV
**Expectation value of S²**: 6.013
**Kohn-Sham gap (alpha / beta)**: 8.3 / 4.6 eV
**2S+1**: 5
**Total charge**: +3

[2]
A structure of composition C2H3Br5Si, computed with ωB97M-V/def2-TZVPD.

The geometry in XYZ format:
```
11
Properties=species:S:1:pos:R:3:forces:R:3:lowdin_charge:R:1
C -0.179 0.102 0.567 0.696 -1.343 0.504 -1.141
C -1.252 0.484 -0.321 -2.339 0.284 -1.651 -1.693
Si 1.626 0.037 0.030 1.375 0.564 0.350 0.527
Br -0.326 -2.969 -0.029 0.236 1.604 0.331 -0.116
Br -0.516 0.134 2.349 -0.031 0.112 0.560 0.826
Br -2.979 -0.294 0.167 0.000 0.464 0.472 0.585
Br -1.117 -0.083 -2.182 0.486 0.335 0.011 0.595
Br -1.411 2.525 -0.374 0.379 -1.232 0.403 0.595
H 2.268 1.463 0.401 -0.914 -1.414 -0.741 -0.015
H 1.377 -0.452 -1.314 0.600 0.454 -0.469 -0.106
H 2.510 -0.946 0.706 -0.488 0.173 0.228 -0.056
```
Positions in Å, forces in eV/Å.

Calculated values
**LUMO**: -3.4978 eV
**Relative energy (zero: lowest compared OMol25 entry of this formula, charge and spin)**: 0.393 eV
**Kohn-Sham gap**: 5.7 eV
**Total charge**: 0

[3]
A structure of composition C10H10AsO11OsS, computed with ωB97M-V/def2-TZVPD.

The geometry in XYZ format:
```
34
Properties=species:S:1:pos:R:3:forces:R:3:lowdin_charge:R:1
Os -0.932 -1.152 -0.378 -0.058 0.373 0.118 1.897
O -3.692 1.650 1.451 -0.079 -0.020 0.072 0.215
C -2.879 0.677 1.158 0.323 -0.265 0.111 -0.462
O -1.745 0.813 0.731 -0.327 0.001 -0.179 0.040
C -3.468 -0.685 1.443 -0.104 0.139 0.053 -0.027
O -2.580 -1.725 0.986 0.279 -0.068 0.075 -0.254
C -3.278 -2.847 0.386 -0.176 -0.289 -0.124 -0.046
C -3.296 -2.660 -1.132 -0.044 -0.129 0.329 -0.537
O -4.134 -3.100 -1.843 0.000 -0.027 -0.032 0.197
O -2.221 -1.969 -1.553 0.123 0.308 -0.284 -0.185
H -3.280 2.511 1.263 0.050 0.067 -0.016 0.174
H -3.605 -0.797 2.520 -0.025 0.022 -0.011 0.170
H -4.437 -0.768 0.947 0.024 -0.007 -0.012 0.163
H -2.715 -3.747 0.637 0.024 0.030 0.005 0.156
H -4.283 -2.935 0.788 0.013 0.030 0.006 0.150
O 1.533 0.945 -3.296 0.125 0.027 -0.064 -0.180
As 0.776 1.377 -1.810 0.151 -0.313 0.185 0.980
O -0.117 2.705 -1.738 -0.054 0.214 -0.056 -0.382
O -0.339 -0.033 -1.702 0.087 -0.142 0.010 -0.527
C 2.239 1.265 -0.565 0.064 0.179 -0.181 -0.231
C 2.951 2.457 -0.599 0.024 0.089 -0.027 -0.071
C 4.126 2.612 0.132 -0.023 -0.119 0.044 -0.028
C 4.590 1.571 0.914 -0.080 0.033 -0.067 -0.023
C 3.866 0.386 0.986 0.094 -0.045 0.121 -0.028
C 2.706 0.231 0.252 -0.180 -0.195 0.017 -0.263
S 1.825 -1.288 0.484 0.442 0.245 -0.271 0.566
O 2.497 -2.090 1.438 -0.058 -0.003 0.001 -0.218
O 1.484 -1.841 -0.825 -0.178 -0.195 0.207 -0.338
O 0.450 -0.791 1.024 -0.400 0.037 -0.056 -0.477
H 0.997 1.144 -4.077 -0.030 0.060 0.025 0.083
H 2.598 3.287 -1.201 -0.031 -0.041 -0.009 0.117
H 4.665 3.547 0.078 0.012 0.000 0.006 0.122
H 5.504 1.674 1.482 0.002 0.004 0.007 0.123
H 4.194 -0.425 1.620 0.011 0.001 -0.003 0.123
```
Positions in Å, forces in eV/Å.

Calculated values
**LUMO (alpha / beta)**: -4.4729 / -6.0638 eV
**Relative energy (zero: lowest compared OMol25 entry of this formula, charge and spin)**: 0.000 eV
**Expectation value of S²**: 6.013
**Kohn-Sham gap (alpha / beta)**: 8.8 / 7.3 eV
**2S+1**: 5
**Total charge**: +1

[4]
A cluster of 2 separate species, C2H8S4 in total, computed with ωB97M-V/def2-TZVPD.

The geometry in XYZ format:
```
14
Properties=species:S:1:pos:R:3:forces:R:3:lowdin_charge:R:1
C -0.362 -2.764 1.291 -0.036 -0.027 -0.154 -0.476
S 0.900 -2.388 0.038 -0.120 0.078 -0.114 0.354
S -0.167 -1.370 -1.400 0.108 -0.106 0.130 0.274
H -0.251 -2.101 2.141 0.000 0.019 0.180 0.012
H -0.278 -3.806 1.596 0.141 0.035 0.045 0.026
H -1.341 -2.623 0.849 -0.101 0.044 -0.046 0.017
H -0.587 -2.443 -2.091 -0.019 0.011 -0.040 -0.198
C 0.037 1.118 1.730 0.171 -0.101 -0.266 -0.495
S 0.656 1.811 0.173 -0.002 0.053 0.126 0.319
S -0.928 2.982 -0.405 0.111 0.060 -0.084 0.301
H -0.094 1.909 2.461 -0.144 -0.035 0.052 0.026
H 0.814 0.434 2.073 0.016 -0.010 0.021 0.022
H -0.878 0.559 1.550 -0.042 0.067 0.091 0.024
H -1.405 2.186 -1.375 -0.085 -0.089 0.060 -0.207
```
Positions in Å, forces in eV/Å.

Calculated values
**LUMO**: 0.4105 eV
**Relative energy (zero: lowest compared OMol25 entry of this formula, charge and spin)**: 0.055 eV
**Kohn-Sham gap**: 9.3 eV
**Total charge**: 0

[5]
A structure of composition C44H41GeN3O4S2SiV, computed with ωB97M-V/def2-TZVPD.

The geometry in XYZ format:
```
97
Properties=species:S:1:pos:R:3:forces:R:3:lowdin_charge:R:1
V 1.332 -0.128 -0.829 -0.830 0.035 -0.842 0.708
O 0.698 0.974 3.072 -0.159 0.019 0.174 0.123
C 1.247 0.588 1.916 -0.326 0.281 -0.360 -0.336
O 0.493 0.744 0.767 -0.080 -0.159 0.778 -0.238
C 2.512 0.201 1.720 0.615 -0.192 -0.329 -0.180
C 3.595 0.142 2.675 -0.188 0.028 -0.039 0.018
C 4.812 -0.263 2.282 0.261 -0.116 -0.209 -0.055
C 5.056 -0.642 0.893 0.490 0.055 0.490 -0.002
C 4.037 -0.587 0.028 -0.657 -0.049 -0.185 -0.233
N 2.767 -0.212 0.388 0.530 -0.056 0.871 -0.028
C 4.030 -0.962 -1.411 -0.213 -0.029 0.316 -0.431
O 5.101 -1.429 -2.023 0.345 -0.003 0.037 0.189
O 2.984 -0.855 -2.028 0.464 0.099 -0.264 0.025
H -0.116 1.471 2.898 0.010 -0.014 -0.019 0.116
H 3.404 0.445 3.697 -0.008 -0.013 -0.043 0.125
H 5.627 -0.295 2.992 0.020 -0.016 -0.061 0.104
H 6.049 -0.942 0.579 -0.007 0.003 0.094 0.110
H 5.856 -1.434 -1.418 -0.024 -0.040 -0.049 0.119
C 1.929 -2.969 1.044 0.045 -0.014 -0.030 -0.014
C 1.441 -3.273 -0.345 -0.135 0.167 -0.069 -0.300
C 1.398 -4.637 -0.725 0.030 -0.011 0.093 -0.023
C 0.917 -4.993 -1.941 -0.019 -0.089 -0.047 0.007
C 0.468 -3.998 -2.834 -0.009 -0.021 0.011 -0.165
C -0.062 -4.328 -4.098 0.019 -0.054 0.013 -0.054
C -0.475 -3.327 -4.930 -0.037 0.129 -0.050 -0.080
C -0.363 -1.984 -4.538 0.001 -0.017 -0.062 -0.104
C 0.158 -1.614 -3.312 0.046 0.060 0.063 -0.559
S 0.250 0.074 -2.878 -0.464 -0.212 -0.506 0.755
C 0.567 -2.650 -2.423 0.111 0.144 0.256 -0.213
N 1.040 -2.311 -1.162 0.128 -0.279 -0.370 0.074
H 1.793 -3.845 1.677 -0.007 0.012 -0.007 0.085
H 1.391 -2.137 1.493 -0.023 0.038 0.002 0.071
H 2.993 -2.729 1.046 0.012 0.044 -0.020 0.087
H 1.740 -5.380 -0.017 -0.003 0.017 -0.006 0.117
H 0.867 -6.035 -2.238 -0.006 0.040 0.002 0.123
H -0.127 -5.371 -4.388 0.002 0.033 0.019 0.110
H -0.891 -3.565 -5.902 0.013 0.032 0.021 0.107
H -0.692 -1.197 -5.205 0.008 -0.047 -0.003 0.104
C 1.186 6.979 0.175 0.092 0.141 0.139 -0.182
Si 0.379 5.960 -1.172 0.125 -0.092 -0.062 0.491
C -1.449 5.974 -0.860 -0.218 -0.106 0.049 -0.228
C 0.663 6.791 -2.825 0.014 0.102 -0.163 -0.180
C 1.385 4.352 -1.256 -0.116 -0.160 -0.017 -0.253
C 2.721 4.561 -1.489 0.065 -0.002 -0.004 -0.105
C 3.612 3.489 -1.640 -0.038 0.177 0.008 -0.068
C 3.100 2.238 -1.503 -0.325 -0.115 0.069 -0.134
N 1.802 1.956 -1.225 0.031 0.266 -0.243 -0.066
C 0.896 2.997 -1.152 0.174 -0.092 0.199 -0.718
S -0.768 2.713 -0.920 0.190 0.159 -0.227 0.672
H 0.706 7.960 0.259 0.044 -0.076 0.000 0.031
H 2.251 7.141 -0.017 -0.061 0.002 0.049 0.023
H 1.092 6.472 1.140 0.014 0.045 -0.035 0.034
H -1.782 7.020 -0.860 0.027 -0.086 0.009 0.032
H -1.701 5.517 0.099 -0.014 0.029 -0.050 0.012
H -1.984 5.428 -1.637 -0.008 0.037 0.059 0.015
H 0.171 7.769 -2.867 0.038 -0.077 0.002 0.031
H 0.248 6.169 -3.624 0.030 0.057 0.017 0.038
H 1.726 6.937 -3.034 -0.065 -0.002 -0.014 0.024
H 3.103 5.576 -1.570 -0.011 -0.055 -0.010 0.095
H 4.663 3.631 -1.852 -0.034 0.003 -0.007 0.100
H 3.762 1.400 -1.635 0.012 -0.156 0.036 0.091
C -0.388 -0.293 0.197 0.112 -0.046 0.522 -0.314
Ge -1.818 -1.112 1.285 -0.121 -0.108 -0.138 1.040
C -3.035 -1.540 -0.176 -0.062 -0.031 -0.172 -0.251
C -4.256 -0.912 -0.413 0.031 -0.095 -0.013 -0.090
C -5.015 -1.238 -1.532 0.065 -0.020 0.022 -0.082
C -4.557 -2.191 -2.432 0.026 0.003 0.031 -0.084
C -3.348 -2.835 -2.204 0.006 0.028 0.046 -0.072
C -2.600 -2.515 -1.079 -0.094 0.051 -0.028 -0.096
C -2.422 0.387 2.373 -0.060 0.099 0.198 -0.270
C -2.249 0.400 3.761 -0.125 0.135 -0.042 -0.136
C -2.636 1.502 4.515 0.022 -0.012 -0.051 -0.083
C -3.198 2.610 3.891 0.021 -0.034 0.038 -0.084
C -3.355 2.621 2.513 0.022 -0.022 -0.020 -0.071
C -2.965 1.520 1.760 0.118 -0.009 0.006 -0.114
C -1.766 -2.747 2.351 0.043 -0.094 0.084 -0.247
C -1.076 -3.894 1.958 -0.061 0.035 0.038 -0.109
C -1.232 -5.097 2.633 -0.012 0.062 -0.006 -0.079
C -2.098 -5.179 3.714 -0.024 0.047 0.008 -0.088
C -2.819 -4.057 4.101 0.039 0.009 -0.035 -0.080
C -2.660 -2.854 3.422 0.111 -0.124 0.001 -0.109
H -1.038 0.287 -0.464 0.078 0.301 0.051 -0.031
H -4.632 -0.167 0.278 0.023 0.019 -0.001 0.092
H -5.962 -0.740 -1.705 0.022 -0.011 0.006 0.102
H -5.143 -2.432 -3.311 0.006 0.002 0.011 0.101
H -2.981 -3.578 -2.903 -0.006 0.016 0.023 0.100
H -1.660 -3.034 -0.909 -0.031 0.035 -0.018 0.087
H -1.796 -0.448 4.260 0.016 0.044 0.003 0.098
H -2.492 1.498 5.589 -0.007 -0.001 -0.020 0.104
H -3.499 3.469 4.477 0.009 -0.023 -0.006 0.103
H -3.766 3.492 2.018 0.017 -0.027 0.000 0.108
H -3.044 1.568 0.680 -0.041 -0.016 0.004 0.082
H -0.431 -3.865 1.092 -0.049 -0.004 0.017 0.063
H -0.687 -5.975 2.306 -0.009 0.013 -0.001 0.102
H -2.224 -6.115 4.243 0.000 0.013 -0.002 0.102
H -3.513 -4.117 4.929 0.004 0.000 -0.009 0.103
H -3.250 -2.000 3.729 -0.012 -0.040 -0.022 0.090
```
Positions in Å, forces in eV/Å.

Calculated values
**LUMO (alpha / beta)**: -1.0071 / -0.7954 eV
**Relative energy (zero: lowest compared OMol25 entry of this formula, charge and spin)**: 1.330 eV
**Expectation value of S²**: 0.815
**Kohn-Sham gap (alpha / beta)**: 5.5 / 5.8 eV
**2S+1**: 2
**Total charge**: 0

[6]
A cluster of 2 separate species, C6H13O2 in total, computed with ωB97M-V/def2-TZVPD.

The geometry in XYZ format:
```
21
Properties=species:S:1:pos:R:3:forces:R:3:lowdin_charge:R:1
C 1.635 0.630 -0.255 0.488 -0.054 0.287 -0.333
C 2.298 -0.664 -0.724 -0.570 0.093 -0.337 -0.117
C 2.420 1.907 -0.551 -0.178 -0.282 0.296 -0.120
H 0.659 0.715 -0.729 -0.109 -0.030 0.134 0.071
H 1.492 0.569 0.830 -0.153 0.027 -0.064 0.098
H 2.192 -0.748 -1.808 0.252 -0.029 -0.023 0.073
H 1.759 -1.515 -0.305 0.145 -0.119 0.041 0.061
H 3.427 1.871 -0.133 0.040 -0.106 -0.069 0.069
H 2.489 2.074 -1.625 0.006 0.208 0.023 0.072
H 3.350 -0.737 -0.460 0.046 0.049 0.081 0.069
H 1.903 2.725 -0.047 0.078 0.244 -0.347 0.067
C -1.815 -0.489 0.729 0.218 0.515 0.814 -0.162
C -3.027 -1.033 1.469 -0.286 -0.732 0.045 -0.089
C -2.041 -0.405 -0.757 -0.315 -1.672 1.213 -0.620
O -2.506 -1.331 -1.414 0.226 0.757 -0.264 0.130
O -1.736 0.683 -1.340 0.068 0.664 -0.815 0.247
H -1.541 0.478 1.162 -0.044 0.149 -0.374 0.119
H -0.950 -1.122 0.945 -0.012 -0.106 -0.387 0.123
H -2.868 -1.056 2.546 0.172 0.236 -0.010 0.076
H -3.196 -2.074 1.189 -0.134 0.096 -0.155 0.080
H -3.943 -0.476 1.277 0.063 0.090 -0.088 0.084
```
Positions in Å, forces in eV/Å.

Calculated values
**LUMO (alpha / beta)**: 0.7950 / -3.1506 eV
**Relative energy (zero: lowest compared OMol25 entry of this formula, charge and spin)**: 0.029 eV
**Expectation value of S²**: 0.755
**Kohn-Sham gap (alpha / beta)**: 12.1 / 7.5 eV
**2S+1**: 2
**Total charge**: 0

Calculated F_max (eV/Å), listed in the same order as above: 4.794; 2.877; 0.573; 0.332; 1.183; 2.090
Calculated E (eV), listed in the same order as above: -151974.5888; -360208.7955; -107185.9746; -45544.6857; -170706.4406; -10525.9185